Record 1
DFT (ωB97M-V/def2-TZVPD) results for 6 unconnected molecules or ions with the total composition C36H35N4O20 in a non-equilibrium geometry.

Each line ends with the Löwdin charge.
Geometry (Å):
N 4.3864 1.1570 3.5122  -0.006
C 3.3619 2.1473 3.8904  -0.271
C 3.5628 3.5859 3.2678  -0.149
C 2.4261 3.9790 2.2283  -0.157
N 1.1826 4.3494 2.9398  0.085
C 0.0802 3.6126 3.0419  -0.243
N -0.2842 3.0454 4.3263  0.067
C -1.7599 2.7782 4.1690  -0.129
C -1.6907 2.1874 2.6988  -0.144
N -0.9130 3.2892 2.0871  0.141
H 3.9986 0.3939 2.9591  0.020
H 5.1974 1.5746 3.0663  0.063
H 2.3676 1.7352 3.5581  0.095
H 3.3416 2.2024 5.0136  0.110
H 3.5802 4.3122 4.1298  0.118
H 4.5511 3.6623 2.7525  0.114
H 2.2699 3.1652 1.4758  0.137
H 2.8164 4.9003 1.7107  0.117
H 1.1822 5.2421 3.4375  0.179
H 0.0874 2.0841 4.2767  0.112
H -2.3790 3.7129 4.1787  0.138
H -1.9490 2.0757 5.0119  0.121
H -1.2131 1.1696 2.7226  0.124
H -2.7564 2.1046 2.3538  0.138
H -0.6081 3.1706 1.1201  0.157
C -2.7686 -1.2080 4.2484  0.077
C -1.7889 -1.1450 5.1500  -0.221
C -1.7419 -2.0688 6.3194  -0.313
O -0.8175 -1.9839 7.1041  0.126
C -2.8247 -3.0406 6.4710  0.087
C -3.8099 -3.1037 5.5704  -0.226
C -3.8420 -2.1976 4.3864  -0.308
O -4.7437 -2.2965 3.5795  0.129
O -4.8179 -3.9886 5.6912  0.119
O -0.7844 -0.2382 5.0490  0.059
H -2.8125 -0.5453 3.3949  0.118
H -2.7884 -3.6930 7.3324  0.143
H -5.3941 -3.8355 4.9205  0.121
H -0.2089 -0.4041 5.8212  0.123
C 2.5127 8.2081 -1.1585  0.078
C 2.9942 8.3584 -2.3963  -0.223
C 2.8109 7.3045 -3.4377  -0.305
O 3.2468 7.4866 -4.5548  0.138
C 2.1059 6.0769 -3.0560  0.088
C 1.6302 5.9301 -1.8195  -0.230
C 1.7899 6.9935 -0.7884  -0.318
O 1.3205 6.8182 0.3256  0.074
O 0.9772 4.8072 -1.4375  0.081
O 3.6646 9.4662 -2.7595  0.122
H 2.6367 8.9645 -0.3957  0.139
H 1.9936 5.3124 -3.8126  0.141
H 0.7394 4.9597 -0.5071  0.086
H 3.9032 9.3318 -3.6953  0.124
C 2.6884 -2.0177 -0.4320  0.075
C 3.0006 -2.6649 -1.5588  -0.211
C 4.4206 -2.8980 -1.9563  -0.303
O 4.6607 -3.5064 -2.9781  0.142
C 5.4728 -2.3700 -1.0844  0.089
C 5.1588 -1.7210 0.0388  -0.223
C 3.7393 -1.5124 0.4481  -0.302
O 3.4937 -0.9286 1.4922  0.069
O 6.1135 -1.2244 0.8561  0.108
O 2.0477 -3.1358 -2.3851  0.077
H 1.6636 -1.8447 -0.1319  0.133
H 6.4975 -2.5295 -1.3908  0.143
H 5.6351 -0.8079 1.5933  0.101
H 2.5242 -3.5604 -3.1235  0.115
C -0.8315 -3.1210 -6.1221  0.076
C -2.0941 -2.8065 -6.4186  -0.244
C -2.8910 -1.8848 -5.5581  -0.317
O -4.0320 -1.6091 -5.8734  0.122
C -2.2556 -1.3501 -4.3510  0.080
C -0.9947 -1.6690 -4.0541  -0.221
C -0.1910 -2.5673 -4.9296  -0.294
O 0.9602 -2.8119 -4.6243  0.107
O -0.3838 -1.1943 -2.9451  0.092
O -2.7107 -3.3079 -7.5119  0.102
H -0.2423 -3.7862 -6.7379  0.145
H -2.8487 -0.6976 -3.7251  0.135
H 0.5159 -1.5748 -2.9640  0.091
H -3.6093 -2.9278 -7.5011  0.121
C -5.5561 -5.5632 -3.5502  0.084
C -4.4896 -5.4160 -4.3396  -0.222
C -3.1024 -5.5680 -3.8126  -0.305
O -2.1602 -5.4421 -4.5721  0.113
C -2.9352 -5.8591 -2.3880  0.079
C -4.0016 -6.0031 -1.5979  -0.229
C -5.3898 -5.8777 -2.1300  -0.313
O -6.3324 -6.0342 -1.3782  0.119
O -3.8736 -6.2691 -0.2815  0.103
O -4.6167 -5.1243 -5.6520  0.103
H -6.5666 -5.4577 -3.9205  0.140
H -1.9242 -5.9496 -2.0148  0.136
H -4.7847 -6.3273 0.0600  0.117
H -3.7062 -5.0745 -5.9991  0.099

- energy (eV) = -84799.31495
- net charge = +1
- HOMO (Ha) = -0.41111
- max |F| (eV Å⁻¹) = 3.67

Record 2
DFT (ωB97M-V/def2-TZVPD) results for a molecular structure, C4H2EuO2 in a non-equilibrium geometry.

Each line ends with the Löwdin charge.
Geometry (Å):
O 0.2764 1.3962 -2.0222  0.264
C 0.1859 0.4306 -1.3571  -0.171
C -0.2142 -0.6509 -0.5243  -0.308
C 0.4021 -1.7430 -1.1942  0.128
H 1.1504 -2.3754 -0.7151  0.089
H -0.6033 -2.1020 -1.6704  0.170
O -0.5190 2.1038 2.6712  -0.119
C -0.8074 3.1761 2.9049  0.155
Eu 0.1290 -0.2353 1.9072  1.794

- multiplicity = 8
- energy (eV) = -27581.02769
- net charge = +2
- HOMO (spin up / spin down) (Ha) = -0.63947 / -0.64693
- max |F| (eV Å⁻¹) = 6.34

Record 3
DFT (ωB97M-V/def2-TZVPD) results for a molecular structure, C42H49CdFN3O3PS3.

Each line ends with the Löwdin charge.
Geometry (Å):
Cd -0.8378 0.0536 0.9016  1.140
C 0.8000 4.2108 1.0609  -0.036
C -0.5064 3.5851 1.4738  -0.197
C -0.6414 3.1051 2.7792  -0.203
C 0.5330 3.1430 3.7218  -0.053
C -1.8599 2.5690 3.2063  -0.191
C -2.0499 2.2221 4.6604  -0.034
C -2.9175 2.4335 2.3006  -0.210
C -4.1864 1.7247 2.7073  -0.047
C -2.7949 2.9513 1.0071  -0.221
C -3.9870 2.9595 0.0829  -0.064
C -1.5786 3.4971 0.5818  -0.205
C -1.4403 3.9279 -0.8556  -0.055
H 1.5383 3.4532 0.7828  0.080
H 1.2314 4.7893 1.8778  0.077
H 0.6796 4.8868 0.2171  0.070
H 0.4665 2.3535 4.4658  0.072
H 0.6039 4.0994 4.2509  0.091
H 1.4665 2.9827 3.1893  0.068
H -1.6836 1.2299 4.9139  0.056
H -3.0992 2.2636 4.9450  0.077
H -1.5171 2.9297 5.2941  0.082
H -3.9959 1.0022 3.4991  0.054
H -4.6068 1.1743 1.8664  0.075
H -4.9571 2.4123 3.0688  0.091
H -4.0206 2.0836 -0.5675  0.024
H -3.9693 3.8382 -0.5612  0.075
H -4.9194 2.9906 0.6445  0.072
H -1.8254 4.9381 -1.0272  0.089
H -1.9905 3.2485 -1.5061  0.073
H -0.4039 3.9032 -1.1810  0.058
S -1.8593 -1.8183 -3.2295  0.304
C -1.5549 -1.3351 -1.6620  -1.864
S -2.6199 -0.1688 -0.8669  0.331
S -0.1775 -1.9010 -0.7552  0.313
C 5.5691 -1.7249 -2.1600  -0.060
C 5.5234 -0.2455 -1.8118  -0.189
N 4.1702 0.2281 -1.5347  -0.032
C 3.7410 0.2624 -0.2481  0.034
C 2.4870 0.5699 0.1811  -0.037
C 2.2087 0.3311 1.6637  -0.642
O 3.1372 -0.1133 2.3394  0.005
O 1.0278 0.5460 2.0825  -0.164
C 1.5393 1.0121 -0.8045  -0.353
O 0.3615 1.3450 -0.6463  -0.114
C 1.9907 0.9149 -2.2051  -0.047
C 1.0320 1.1495 -3.1857  0.098
C 1.3404 0.9110 -4.4890  -0.180
F 0.3640 1.0716 -5.4215  0.041
C 2.5970 0.4371 -4.8825  -0.146
C 3.5755 0.2884 -3.9092  0.049
C 3.2708 0.4915 -2.5548  -0.120
N 2.8971 0.0123 -6.2099  -0.087
C 3.2990 -1.3742 -6.3333  -0.141
C 2.0998 -2.2904 -6.5399  -0.067
N 1.3937 -1.8494 -7.7985  0.058
C 0.9585 -0.4061 -7.7143  -0.080
C 2.1657 0.4666 -7.3682  -0.140
H 6.5941 -2.0347 -2.3614  0.079
H 4.9628 -1.9543 -3.0354  0.055
H 5.1859 -2.3203 -1.3322  0.088
H 5.9572 0.3748 -2.5992  0.118
H 6.1078 -0.0550 -0.9120  0.123
H 4.4571 -0.0564 0.4997  0.142
H 0.0317 1.4293 -2.8837  0.143
H 4.5563 -0.0446 -4.2118  0.110
H 3.8191 -1.6982 -5.4355  0.119
H 3.9995 -1.4818 -7.1719  0.134
H 1.3779 -2.1988 -5.7253  0.147
H 2.3750 -3.3361 -6.6707  0.137
H 0.5825 -2.4428 -7.9750  0.184
H 2.0299 -1.9688 -8.5900  0.177
H 0.1995 -0.3759 -6.9365  0.128
H 0.5157 -0.1449 -8.6744  0.137
H 1.8230 1.4893 -7.2335  0.140
H 2.8611 0.4673 -8.2181  0.131
C 0.4259 -2.4504 3.0769  -0.262
P -1.2371 -1.7087 2.9643  0.944
C -2.2797 -3.1492 2.5848  -0.386
C -2.3210 -4.2494 3.4432  -0.097
C -3.0479 -5.3752 3.1015  -0.089
C -3.7378 -5.4109 1.8943  -0.091
C -3.7098 -4.3194 1.0452  -0.070
C -2.9834 -3.1850 1.3883  -0.103
C -1.6564 -1.3643 4.7016  -0.396
C -0.6619 -1.0532 5.6253  -0.101
C -0.9965 -0.6967 6.9240  -0.086
C -2.3261 -0.6429 7.3114  -0.091
C -3.3233 -0.9511 6.3951  -0.085
C -2.9905 -1.3080 5.1001  -0.113
H 1.1743 -1.6741 3.2349  0.018
H 0.6190 -2.9130 2.1071  0.032
H 0.4778 -3.2073 3.8608  0.049
H -1.7936 -4.2173 4.3896  0.106
H -3.0776 -6.2247 3.7718  0.099
H -4.2939 -6.2973 1.6182  0.099
H -4.2430 -4.3422 0.1046  0.107
H -2.9634 -2.3323 0.7191  0.024
H 0.3791 -1.0696 5.3306  0.104
H -0.2133 -0.4553 7.6312  0.104
H -2.5865 -0.3622 8.3239  0.100
H -4.3633 -0.9131 6.6916  0.103
H -3.7744 -1.5474 4.3913  0.109

- energy (eV) = -104040.01425
- net charge = 0
- HOMO (Ha) = -0.21770
- max |F| (eV Å⁻¹) = 0.81

Record 4
DFT (ωB97M-V/def2-TZVPD) results for 2 unconnected molecules or ions with the total composition C5H9N in a non-equilibrium geometry.

Each line ends with the Löwdin charge.
Geometry (Å):
C 1.1547 -1.8006 -0.6129  -0.111
C 0.4258 -0.9088 0.3442  -0.179
C -0.6025 -0.1258 0.0167  -0.168
C -1.3809 0.6812 1.0240  -0.188
C -1.3980 2.1247 0.7392  -0.232
N -1.4437 3.2635 0.5384  0.134
H 2.2323 -1.7917 -0.4202  0.073
H 0.9935 -1.4950 -1.6511  0.070
H 0.8235 -2.8435 -0.5173  0.078
H 0.7448 -0.9533 1.3864  0.108
H -0.9386 -0.0716 -1.0173  0.113
H -0.9709 0.5383 2.0302  0.119
H -2.4260 0.3457 1.0467  0.121
H 1.6561 1.3470 -1.6521  0.038
H 1.1300 1.6899 -1.2549  0.024

- energy (eV) = -6819.28468
- net charge = 0
- HOMO (Ha) = -0.36604
- structure (SMILES) = C/C=C/CC#N.[H][H]
- max |F| (eV Å⁻¹) = 1.19

Record 5
DFT (ωB97M-V/def2-TZVPD) results for a molecular structure, C47H51CoGe2P2S2Te in a non-equilibrium geometry.

Each line ends with the Löwdin charge.
Geometry (Å):
Co -0.8497 0.1869 0.1638  -0.497
S -1.1751 -1.5029 1.7638  0.413
P 0.7514 -1.1271 2.1757  0.414
C 1.6063 0.2851 1.6243  -0.643
P 0.7773 1.7663 1.9949  0.425
S -1.1965 1.9829 1.7423  0.398
C 1.1471 2.2515 3.7277  -0.327
C 0.1759 2.7168 4.6060  -0.111
C 0.5073 3.0125 5.9205  -0.095
C 1.8042 2.8258 6.3704  -0.102
C 2.7799 2.3625 5.4967  -0.088
C 2.4548 2.0812 4.1812  -0.084
C 1.6850 3.0753 1.0972  -0.334
C 1.1859 4.3743 1.1279  -0.112
C 1.8412 5.3902 0.4500  -0.090
C 3.0012 5.1113 -0.2601  -0.096
C 3.5120 3.8220 -0.2776  -0.080
C 2.8580 2.8046 0.4037  -0.116
C 0.9069 -1.2813 3.9936  -0.319
C 2.1075 -1.7056 4.5614  -0.076
C 2.2437 -1.7675 5.9384  -0.093
C 1.1909 -1.3945 6.7605  -0.102
C -0.0040 -0.9671 6.2007  -0.088
C -0.1478 -0.9121 4.8231  -0.107
C 1.7623 -2.5356 1.5874  -0.375
C 3.1125 -2.3477 1.3006  -0.141
C 3.8782 -3.4033 0.8325  -0.087
C 3.2968 -4.6487 0.6299  -0.095
C 1.9572 -4.8426 0.9257  -0.086
C 1.1927 -3.7910 1.4132  -0.107
H -0.8364 2.8524 4.2458  0.061
H -0.2523 3.3793 6.6009  0.097
H 2.0575 3.0384 7.4022  0.095
H 3.7941 2.2182 5.8496  0.098
H 3.2064 1.7182 3.4898  0.104
H 0.2712 4.5774 1.6736  0.096
H 1.4404 6.3965 0.4628  0.099
H 3.5057 5.9024 -0.8020  0.096
H 4.4178 3.6026 -0.8297  0.102
H 3.2485 1.7957 0.3912  0.064
H 2.9267 -2.0041 3.9195  0.098
H 3.1745 -2.1120 6.3740  0.097
H 1.3036 -1.4360 7.8373  0.095
H -0.8263 -0.6738 6.8421  0.100
H -1.0823 -0.5972 4.3746  0.075
H 3.5429 -1.3633 1.4341  0.087
H 4.9305 -3.2568 0.6198  0.098
H 3.8901 -5.4650 0.2356  0.096
H 1.5031 -5.8137 0.7687  0.099
H 0.1431 -3.9290 1.6422  0.078
C 0.1744 3.2299 -2.6769  -0.197
C -0.9809 3.3962 -1.6961  -0.352
Ge -1.9830 1.7296 -1.1844  0.728
C -3.6357 2.6025 -0.4368  -0.397
C -4.5820 1.6477 0.2876  -0.196
C -2.6995 0.9250 -2.8343  -0.250
C -2.8642 -0.3961 -2.8893  -0.341
Ge -2.1656 -1.3228 -1.2239  0.847
C -0.8733 -2.8261 -1.6952  -0.378
C -1.3462 -4.2257 -2.0899  -0.175
C -3.7891 -2.0396 -0.2475  -0.364
C -4.6458 -3.1571 -0.8427  -0.176
C -3.5466 -1.1048 -3.9952  -0.222
C -4.1227 -0.4377 -5.0841  -0.041
C -4.7596 -1.1319 -6.0982  -0.100
C -4.8445 -2.5183 -6.0606  -0.112
C -4.2861 -3.1976 -4.9899  -0.085
C -3.6503 -2.4969 -3.9767  -0.068
H 0.5859 4.1986 -2.9784  0.065
H -0.1490 2.7028 -3.5791  0.054
H 0.9851 2.6590 -2.2198  0.011
H -1.7512 4.0540 -2.1128  0.057
H -0.6250 3.8627 -0.7755  0.027
H -4.1445 3.0750 -1.2834  0.055
H -3.3114 3.3998 0.2373  0.035
H -4.9048 0.8483 -0.3835  0.046
H -5.4751 2.1622 0.6557  0.059
H -4.0774 1.1926 1.1435  0.047
H -3.0606 1.5874 -3.6247  0.050
H -0.2756 -2.9079 -0.7865  -0.007
H -0.2099 -2.4304 -2.4663  0.032
H -2.0900 -4.6172 -1.3925  0.050
H -0.4929 -4.9103 -2.0813  0.063
H -1.7710 -4.2540 -3.0945  0.047
H -4.4131 -1.1572 -0.0828  0.028
H -3.4382 -2.3496 0.7352  -0.005
H -5.0920 -2.8676 -1.7948  0.053
H -5.4614 -3.4039 -0.1560  0.062
H -4.0661 -4.0683 -1.0016  0.044
H -4.0756 0.6415 -5.1403  0.095
H -5.2002 -0.5879 -6.9256  0.094
H -5.3433 -3.0575 -6.8565  0.092
H -4.3483 -4.2784 -4.9382  0.101
H -3.2207 -3.0267 -3.1384  0.050
Te 1.4070 -0.1187 -1.0108  1.275
C 2.8643 0.1993 -2.5752  -0.535
C 2.5390 0.8064 -3.7847  -0.149
C 3.4996 0.9635 -4.7744  -0.100
C 4.8017 0.5330 -4.5587  -0.115
C 5.1355 -0.0641 -3.3498  -0.109
C 4.1715 -0.2333 -2.3671  -0.164
H 1.5264 1.1519 -3.9554  0.077
H 3.2295 1.4198 -5.7195  0.097
H 5.5529 0.6650 -5.3279  0.091
H 6.1506 -0.4037 -3.1795  0.094
H 4.4271 -0.7149 -1.4291  0.081

- multiplicity = 4
- energy (eV) = -247768.15445
- net charge = -1
- HOMO (spin up / spin down) (Ha) = -0.13294 / -0.17609
- max |F| (eV Å⁻¹) = 1.64